Record 1
This record from the OMol25 dataset describes C26H31GeN5Tc as an isolated structure. The level of theory is ωB97M-V/def2-TZVPD.

Positions of all 64 atoms, in Å:
Tc1 11.63678 14.98147 6.45878
C1 14.70890 16.27181 4.12919
C2 15.37648 17.20736 4.98492
C3 14.68673 17.82787 6.04538
C4 13.36834 17.45042 6.35252
N1 12.81213 16.36255 5.63898
C5 13.51922 15.74151 4.64267
N2 12.80052 18.05752 7.44271
C6 11.69196 17.50458 8.03270
N3 10.91762 16.39821 7.49612
C7 10.00665 16.05167 8.49603
N4 9.20390 14.98078 8.57122
C8 9.23734 13.91461 7.76591
C9 8.57430 12.76395 8.15086
C10 8.65763 11.63238 7.38976
C11 9.37260 11.58417 6.15139
C12 10.10587 12.69687 5.86601
N5 9.94029 13.93146 6.54766
C13 10.07358 17.05045 9.54562
C14 9.13993 17.42728 10.50279
C15 9.42369 18.49124 11.37039
C16 10.60396 19.23514 11.21538
C17 11.49482 18.89756 10.16335
C18 11.11493 17.94187 9.23530
H1 15.17988 15.86869 3.23068
H2 16.47848 17.21346 4.81496
H3 15.25328 18.59153 6.60876
H4 12.91240 14.99744 4.10240
H5 7.88533 12.83924 9.01694
H6 8.22180 10.68246 7.67842
H7 9.39845 10.72741 5.42622
H8 10.69240 12.75638 4.99114
H9 8.38228 16.66068 10.66864
H10 8.73858 18.64203 12.24169
H11 10.82677 19.97383 11.91443
H12 12.32027 19.56651 9.96200
C19 14.46673 9.64061 11.17248
C20 13.46527 10.21741 10.22373
C21 13.26002 11.75376 10.27916
C22 12.25327 12.24133 9.24480
Ge1 12.94306 13.01660 7.50879
C23 13.04008 11.34944 6.44741
C24 14.38945 10.62585 6.49387
C25 14.60695 9.32192 5.72460
C26 16.18874 9.02081 5.84159
H13 14.48078 8.57056 11.15226
H14 14.36997 10.05681 12.17473
H15 15.52651 10.03556 10.96871
H16 12.44978 9.76196 10.47239
H17 13.72979 9.88011 9.20626
H18 14.29408 12.14695 10.15542
H19 12.95767 11.97781 11.33211
H20 11.60134 12.99756 9.65080
H21 11.50223 11.51677 8.86038
H22 14.46338 13.38359 7.70546
H23 12.95264 11.45581 5.36732
H24 12.23141 10.71571 6.75925
H25 14.70840 10.56047 7.52375
H26 15.06831 11.38309 6.08477
H27 14.31235 9.42553 4.68144
H28 14.01616 8.54504 6.16530
H29 16.62032 8.99252 6.87187
H30 16.64977 9.78440 5.21787
H31 16.43850 8.02538 5.44831

Its charge is +4. The value obtained for the LUMO energy (spin up / spin down) is -16.4832 / -16.3408 eV. Its expectation value of S² is 4.1475. Its highest occupied orbital energy (spin up / spin down) is -19.687 / -19.710 eV. As for the spin multiplicity: 4.

Charges obtained by Löwdin population analysis, quoted in units of e: Tc 1.517; C 0.069; C 0.085; C 0.102; C -0.243; N -0.097; C -0.082; N 0.264; C -0.138; N -0.042; C -0.209; N 0.216; C -0.314; C 0.052; C 0.061; C 0.029; C -0.137; N -0.070; C -0.067; C 0.113; C 0.111; C 0.083; C 0.126; C -0.072; H 0.155; H 0.171; H 0.169; H 0.138; H 0.172; H 0.152; H 0.174; H 0.103; H 0.158; H 0.179; H 0.128; H 0.154; C -0.098; C -0.290; C -0.241; C -0.312; Ge 0.920; C -0.346; C -0.307; C -0.179; C -0.048; H 0.084; H 0.085; H 0.113; H 0.139; H 0.091; H 0.121; H 0.143; H 0.035; H 0.078; H 0.005; H 0.068; H 0.066; H 0.085; H 0.106; H 0.114; H 0.104; H 0.094; H 0.072; H 0.090

=====

Record 2
This record from the OMol25 dataset describes C26H31MoN6 as an isolated structure. The level of theory is ωB97M-V/def2-TZVPD.

Positions of all 64 atoms, in Å:
Mo1 0.36642 0.60091 0.46444
C1 -2.19596 -0.10913 4.24908
C2 -1.55313 -0.00911 2.90965
N1 -0.42146 0.55060 2.66139
C3 0.51412 0.82752 3.76425
C4 1.86812 0.33142 3.26391
N2 1.99508 0.98705 1.94274
C5 3.30014 1.12849 1.26376
C6 3.11830 2.33313 0.34863
N3 1.70842 2.37435 -0.20687
C7 1.74611 2.34949 -1.69536
C8 2.00775 0.91305 -2.11504
N4 1.01997 0.06049 -1.44039
C9 -0.17197 -0.47638 -2.18311
C10 0.09725 -0.85429 -3.62453
C11 -1.38800 -1.72210 -0.25234
C12 -2.52635 -2.51528 -0.31909
C13 -3.48361 -2.38184 0.67271
C14 -3.26838 -1.50855 1.74021
C15 -2.10443 -0.76922 1.75743
N5 -1.21651 -0.86342 0.75228
H1 -1.97010 0.75550 4.86856
H2 -1.84743 -1.00906 4.76630
H3 -3.27657 -0.19350 4.15662
H4 0.23108 0.31323 4.67948
H5 0.55726 1.89899 3.98242
H6 1.88237 -0.75171 3.14706
H7 2.67586 0.63102 3.93360
H8 1.73475 1.95295 2.16179
H9 3.52145 0.22570 0.69882
H10 4.11224 1.29343 1.97362
H11 3.83361 2.30914 -0.47055
H12 3.29500 3.25702 0.90009
H13 1.31388 3.26819 0.07696
H14 2.51455 3.02676 -2.06999
H15 0.78171 2.68767 -2.07415
H16 3.01903 0.57759 -1.87490
H17 1.89648 0.81476 -3.19259
H18 1.00963 -1.44456 -3.70738
H19 0.18332 0.02715 -4.25996
H20 -0.72401 -1.45520 -4.01573
H21 -2.65713 -3.23375 -1.11584
H22 -4.38388 -2.98155 0.64154
H23 -3.98781 -1.44127 2.54332
C16 -3.23103 2.40809 -1.50118
C17 -3.28543 1.69175 -2.68665
C18 -2.30998 0.73602 -2.95429
C19 -1.30208 0.52813 -2.03498
N6 -1.25417 1.23403 -0.88174
C20 -2.20202 2.14480 -0.61791
C21 -0.21519 -1.70132 -1.20107
C22 0.02689 -3.03510 -1.84772
C23 1.14333 -3.72197 -1.62053
C24 2.21379 -3.20291 -0.76348
C25 2.18500 -1.97901 -0.21922
C26 1.01558 -1.13003 -0.44302
H24 -3.96874 3.16079 -1.26156
H25 -4.07583 1.87624 -3.40255
H26 -2.33551 0.17312 -3.87632
H27 -2.12520 2.67534 0.32442
H28 -0.74629 -3.43511 -2.49351
H29 1.28387 -4.69453 -2.07276
H30 3.06469 -3.84543 -0.57464
H31 2.99116 -1.65861 0.42588

Its charge is +3. The value obtained for the LUMO energy (spin up / spin down) is -9.3441 / -10.2340 eV. Its expectation value of S² is 2.0219. Its highest occupied orbital energy (spin up / spin down) is -17.289 / -17.285 eV. Its energy relative to the best compared isomer or geometry (same formula, charge and spin) is 139.2 kJ/mol. As for the spin multiplicity: 3.

Charges obtained by Löwdin population analysis, quoted in units of e: Mo 1.718; C 0.024; C -0.225; N -0.026; C -0.150; C -0.131; N -0.195; C -0.142; C -0.126; N -0.133; C -0.149; C -0.098; N -0.129; C -0.312; C 0.016; C -0.159; C 0.066; C 0.038; C 0.057; C -0.175; N 0.012; H 0.106; H 0.131; H 0.097; H 0.129; H 0.143; H 0.136; H 0.145; H 0.115; H 0.096; H 0.147; H 0.133; H 0.143; H 0.135; H 0.143; H 0.126; H 0.142; H 0.132; H 0.116; H 0.108; H 0.111; H 0.136; H 0.142; H 0.133; C 0.003; C 0.025; C 0.046; C -0.184; N -0.030; C -0.079; C -0.237; C -0.016; C -0.009; C -0.001; C -0.036; C -0.235; H 0.134; H 0.140; H 0.133; H 0.125; H 0.135; H 0.133; H 0.132; H 0.094

=====

Record 3
This record from the OMol25 dataset describes one molecule with the formula C26H31N3O3. The level of theory is ωB97M-V/def2-TZVPD.

Positions of all 63 atoms, in Å:
C1 -5.29729 -2.23489 0.00056
C2 -4.05516 -1.78877 -0.74599
O1 -3.20716 -1.08830 0.16493
C3 -2.13157 -0.49184 -0.36171
O2 -1.88166 -0.50843 -1.53753
C4 -1.26707 0.13827 0.72896
C5 -2.11815 1.14459 1.52645
C6 -2.56965 2.36119 0.71359
O3 -3.25845 2.02663 -0.46885
C7 -4.57364 1.67852 -0.42428
C8 -5.36189 1.61650 0.71904
C9 -6.69907 1.26647 0.61562
C10 -7.26362 0.97047 -0.61069
C11 -6.47803 1.02966 -1.75205
C12 -5.14790 1.38169 -1.66274
C13 -0.02560 0.79456 0.11603
C14 0.95617 -0.23362 -0.43961
N1 1.33020 -1.20208 0.57731
C15 2.39167 -2.07460 0.11011
C16 3.68727 -1.32452 -0.03572
C17 4.05905 -0.38764 0.92298
C18 5.25063 0.29701 0.81688
C19 6.10596 0.05164 -0.25599
N2 7.30964 0.75901 -0.33039
C20 8.32851 0.61000 -1.21338
C21 9.29111 1.52731 -0.87672
C22 8.76207 2.19818 0.23783
N3 7.57726 1.72558 0.55266
C23 5.74085 -0.88100 -1.22043
C24 4.53963 -1.55707 -1.10506
C25 0.15850 -1.93347 1.01178
C26 -0.81026 -0.97203 1.69058
H1 -5.94996 -2.78079 -0.67419
H2 -5.82966 -1.36904 0.38447
H3 -5.02532 -2.87954 0.83237
H4 -3.50148 -2.64609 -1.14721
H5 -4.30871 -1.12295 -1.57712
H6 -1.53496 1.50911 2.37488
H7 -2.99086 0.61423 1.91148
H8 -3.17836 3.02284 1.34372
H9 -1.69884 2.92689 0.37251
H10 -4.95585 1.83902 1.69344
H11 -7.30080 1.22373 1.51223
H12 -8.30518 0.69573 -0.67883
H13 -6.90672 0.80156 -2.71669
H14 -4.51904 1.43678 -2.53779
H15 -0.32248 1.45167 -0.70099
H16 0.47477 1.38229 0.88776
H17 1.86232 0.28095 -0.76888
H18 0.50587 -0.73082 -1.31406
H19 2.13243 -2.56588 -0.84561
H20 2.52952 -2.86182 0.86075
H21 3.39126 -0.19886 1.74869
H22 5.54711 1.02808 1.55160
H23 8.31498 -0.11873 -1.99679
H24 10.23384 1.69360 -1.35591
H25 9.19734 2.99372 0.80935
H26 6.37828 -1.08156 -2.06697
H27 4.26419 -2.27628 -1.86308
H28 0.46981 -2.69836 1.72935
H29 -0.34407 -2.44124 0.16702
H30 -1.67635 -1.51856 2.06606
H31 -0.29547 -0.50867 2.53430

Its charge is 0. The value obtained for the LUMO energy is 0.8052 eV. Its highest occupied orbital energy is -8.306 eV. Its energy relative to the best compared isomer or geometry (same formula, charge and spin) is 290.7 kJ/mol.

Charges obtained by Löwdin population analysis, quoted in units of e: C -0.047; C -0.208; O -0.006; C -0.463; O 0.131; C -0.353; C -0.095; C -0.171; O -0.037; C -0.267; C -0.023; C -0.096; C -0.109; C -0.084; C -0.017; C -0.092; C -0.164; N -0.169; C -0.159; C -0.226; C -0.026; C -0.004; C -0.185; N -0.106; C -0.060; C -0.067; C -0.152; N 0.076; C -0.014; C -0.035; C -0.176; C -0.100; H 0.081; H 0.058; H 0.077; H 0.130; H 0.110; H 0.131; H 0.117; H 0.126; H 0.128; H 0.106; H 0.106; H 0.099; H 0.105; H 0.126; H 0.125; H 0.132; H 0.126; H 0.126; H 0.129; H 0.130; H 0.115; H 0.101; H 0.109; H 0.087; H 0.098; H 0.099; H 0.112; H 0.124; H 0.135; H 0.125; H 0.129